11
Properties=species:S:1:pos:R:3 method="wB97M-V/def2-TZVPD" charge=0 de_lowest_kcal_mol=114.2 smiles="O=C1C#CCC1=O.[H][H]"
C -1.8009 0.1967 -0.2978
C -0.5837 1.2453 -0.1463
C 0.7732 0.3624 0.1046
O -0.6553 2.4230 -0.2025
H 3.0491 -2.2338 0.6655
H -2.2652 0.3104 -1.2820
C -0.9841 -0.9931 -0.1134
C 0.2335 -1.0183 0.0848
H -2.5505 0.3881 0.4759
O 1.8498 0.8462 0.2456
H 2.9342 -1.5269 0.4654